[1]
Below is a molecular structure, C33H33Br2N2O4Y, with properties calculated with ωB97M-V/def2-TZVPD.

Calculated values
Total charge ... +2
LUMO energy ... -6.664 eV
Energy above the lowest of the compared OMol25 structures with the same formula, charge and spin ... 230.73 kJ/mol
HOMO level ... -0.4244 Eh

Last column: Löwdin charge in e.
Cartesian coordinates (Å):
Y -1.224 -1.592 -1.423  1.954
C 0.849 -2.029 -4.125  -0.019
C 1.048 -2.428 -2.679  -0.286
C 2.019 -1.795 -1.867  -0.173
C 2.817 -0.639 -2.408  -0.019
C 2.317 -2.335 -0.605  -0.161
C 3.625 -2.020 0.074  -0.009
C 1.437 -3.252 -0.010  -0.181
C 1.604 -3.602 1.441  -0.011
C 0.465 -3.893 -0.801  -0.229
C -0.359 -5.020 -0.226  -0.011
C 0.377 -3.559 -2.170  -0.307
C -0.483 -4.396 -3.098  -0.015
H 1.299 -2.772 -4.788  0.113
H 1.304 -1.072 -4.359  0.080
H -0.207 -1.978 -4.422  0.087
H 3.522 -0.975 -3.173  0.116
H 3.390 -0.143 -1.629  0.077
H 2.175 0.111 -2.868  0.090
H 4.379 -1.737 -0.657  0.093
H 3.987 -2.913 0.581  0.101
H 3.567 -1.230 0.826  0.090
H 0.642 -3.621 1.951  0.088
H 2.225 -2.876 1.957  0.086
H 2.061 -4.587 1.561  0.117
H 0.065 -5.987 -0.509  0.116
H -1.388 -5.021 -0.593  0.074
H -0.392 -4.989 0.858  0.080
H 0.008 -4.524 -4.061  0.100
H -1.471 -3.963 -3.330  0.092
H -0.669 -5.383 -2.685  0.088
C -3.851 -3.330 0.645  0.007
O -3.094 -2.255 0.039  -0.177
C -3.220 -0.991 0.620  -0.353
C -3.773 -0.559 1.739  -0.046
C -3.831 0.837 2.132  -0.661
Br -5.069 1.168 3.543  0.777
C -3.152 1.902 1.615  -0.102
C -2.105 1.975 0.658  -0.105
C -1.569 0.726 0.095  -0.467
O -0.852 0.725 -1.110  -0.186
C -1.430 3.189 0.362  -0.208
N -0.435 3.306 -0.541  0.189
C 0.059 4.607 -0.505  -0.173
C 1.084 5.224 -1.202  -0.007
C 1.337 6.556 -0.910  -0.070
C 0.591 7.248 0.046  -0.065
C -0.436 6.630 0.744  0.002
C -0.681 5.303 0.448  -0.169
N -1.601 4.388 0.969  0.198
H -4.899 -3.040 0.687  0.118
H -3.465 -3.531 1.643  0.114
H -3.727 -4.199 0.007  0.095
H -4.251 -1.285 2.384  0.112
H -3.446 2.854 2.047  0.098
H -0.323 2.375 -1.069  0.162
H 1.661 4.693 -1.947  0.114
H 2.129 7.073 -1.435  0.112
H 0.816 8.286 0.243  0.114
H -1.014 7.166 1.486  0.121
H -2.296 4.592 1.665  0.164
Br 3.186 3.828 3.698  0.837
C 2.070 2.542 2.917  -0.674
C 0.811 2.306 3.460  -0.082
C -0.043 1.413 2.843  0.011
C 0.394 0.711 1.715  -0.139
C 1.669 0.927 1.199  -0.006
C 2.506 1.855 1.791  -0.094
C -0.552 -0.072 0.933  -0.153
O -0.504 -1.285 0.639  -0.020
O -2.598 -0.214 -0.311  -0.070
H 0.497 2.839 4.348  0.117
H -1.035 1.247 3.242  0.129
H 1.970 0.426 0.287  0.104
H 3.484 2.061 1.378  0.113

=====

[2]
Below is a molecular structure, C33H33BrN2NiO2P2S, with properties calculated with ωB97M-V/def2-TZVPD.

Calculated values
Total charge ... +2
LUMO energy (spin up / spin down) ... -7.977 / -7.979 eV
HOMO level (spin up / spin down) ... -0.4734 / -0.4734 Eh

Last column: Löwdin charge in e.
Cartesian coordinates (Å):
Ni 0.093 -0.088 0.165  0.173
C -3.091 4.658 5.291  -0.404
S -1.993 3.893 6.504  0.840
C -2.009 2.197 5.894  -0.514
C -1.044 1.983 4.732  -0.261
C -0.926 0.498 4.374  -0.180
N -0.644 0.170 2.942  -0.350
P 0.820 0.462 2.140  1.001
C 1.248 2.171 2.436  -0.338
C 0.613 3.157 1.674  -0.080
C 0.836 4.493 1.961  -0.044
C 1.699 4.843 2.994  -0.031
C 2.355 3.863 3.730  -0.041
C 2.139 2.522 3.453  -0.078
C 2.137 -0.536 2.807  -0.358
C 3.404 -0.333 2.248  -0.092
C 4.458 -1.149 2.625  -0.041
C 4.252 -2.164 3.556  -0.040
C 2.995 -2.366 4.108  -0.049
C 1.931 -1.561 3.725  -0.080
P -1.729 -0.183 1.741  1.109
C -3.355 0.321 2.142  -0.292
C -4.413 -0.570 1.885  -0.035
C -5.712 -0.163 2.126  -0.028
C -5.966 1.130 2.573  -0.007
C -4.923 2.031 2.778  -0.036
C -3.624 1.642 2.542  -0.057
C -1.759 -1.943 1.454  -0.373
C -1.941 -2.439 0.161  -0.085
C -2.064 -3.810 -0.027  -0.036
C -2.009 -4.667 1.065  -0.034
C -1.838 -4.165 2.353  -0.044
C -1.715 -2.799 2.556  -0.079
H -3.379 5.627 5.697  0.039
H -3.993 4.057 5.167  0.026
H -2.604 4.817 4.328  0.030
H -3.034 1.937 5.614  0.076
H -1.726 1.580 6.749  0.083
H -0.073 2.385 5.017  0.098
H -1.366 2.553 3.863  0.076
H -1.847 -0.026 4.641  0.120
H -0.121 0.050 4.957  0.118
H -0.047 2.880 0.859  0.092
H 0.349 5.263 1.376  0.120
H 1.872 5.888 3.219  0.122
H 3.036 4.145 4.522  0.122
H 2.655 1.761 4.025  0.116
H 3.567 0.465 1.531  0.112
H 5.441 -0.992 2.201  0.121
H 5.078 -2.796 3.857  0.121
H 2.843 -3.150 4.839  0.119
H 0.948 -1.732 4.148  0.094
H -4.227 -1.573 1.528  0.112
H -6.528 -0.852 1.957  0.126
H -6.988 1.444 2.746  0.128
H -5.135 3.041 3.101  0.117
H -2.823 2.358 2.660  0.098
H -1.988 -1.768 -0.687  0.104
H -2.216 -4.205 -1.022  0.125
H -2.105 -5.735 0.917  0.123
H -1.817 -4.837 3.200  0.122
H -1.589 -2.408 3.559  0.111
O -1.112 1.125 -0.291  -0.279
O -1.070 0.180 -1.272  -0.234
Br 2.293 0.394 -1.652  0.939
C 2.249 -1.371 -1.022  -0.696
C 3.173 -2.296 -1.451  -0.064
C 3.130 -3.558 -0.880  -0.007
C 2.192 -3.825 0.106  -0.011
C 1.295 -2.839 0.460  -0.089
N 1.303 -1.624 -0.115  -0.043
H 3.899 -2.033 -2.207  0.122
H 3.827 -4.321 -1.201  0.131
H 2.142 -4.789 0.592  0.125
H 0.546 -3.010 1.220  0.099

=====

[3]
Below is a molecular structure, C33H33F5N6PPd, with properties calculated with ωB97M-V/def2-TZVPD.

Calculated values
Total charge ... +3
LUMO energy ... -11.301 eV
Energy above the lowest of the compared OMol25 structures with the same formula, charge and spin ... 210.45 kJ/mol
HOMO level ... -0.5881 Eh

Last column: Löwdin charge in e.
Cartesian coordinates (Å):
Pd -0.454 0.082 0.279  1.014
N -1.363 -1.291 -1.195  -0.030
C -1.485 -2.659 -0.609  -0.168
C -2.280 -2.553 0.668  -0.166
N -1.585 -1.633 1.590  -0.074
C -2.495 -0.942 2.528  -0.157
C -1.913 0.405 2.898  -0.144
N -1.673 1.167 1.630  -0.027
H -0.693 -1.333 -1.962  0.108
H -2.255 -1.007 -1.593  0.058
H -1.944 -3.325 -1.341  0.144
H -0.481 -3.034 -0.418  0.098
H -3.250 -2.107 0.431  0.115
H -2.480 -3.527 1.117  0.149
H -0.839 -2.102 2.091  0.112
H -3.438 -0.776 2.003  0.119
H -2.728 -1.542 3.409  0.151
H -2.579 0.996 3.529  0.148
H -0.960 0.307 3.411  0.115
H -2.563 1.470 1.244  0.074
H -1.168 2.029 1.832  0.105
C 0.006 2.025 -2.578  -0.189
P -1.200 1.807 -1.264  1.066
C -1.553 3.385 -0.520  -0.360
C -2.857 3.663 -0.067  -0.083
C -3.169 4.917 0.423  -0.026
C -2.201 5.915 0.433  0.001
C -0.921 5.663 -0.049  -0.013
C -0.590 4.405 -0.518  -0.074
C -2.725 1.143 -1.961  -0.384
C -3.686 0.439 -1.223  -0.153
C -4.894 0.091 -1.801  -0.026
C -5.158 0.441 -3.122  -0.005
C -4.212 1.132 -3.863  -0.011
C -2.996 1.483 -3.291  -0.044
H -0.344 2.854 -3.199  0.087
H 0.096 1.126 -3.186  0.078
H 0.971 2.310 -2.170  0.043
H -3.646 2.926 -0.154  0.105
H -4.172 5.130 0.765  0.129
H -2.453 6.903 0.796  0.134
H -0.184 6.454 -0.064  0.133
H 0.407 4.236 -0.896  0.106
H -3.489 0.139 -0.203  0.076
H -5.632 -0.453 -1.227  0.129
H -6.102 0.169 -3.574  0.134
H -4.415 1.400 -4.890  0.134
H -2.279 2.025 -3.892  0.112
N 7.267 -7.270 0.347  0.213
C 6.554 -6.387 0.175  -0.154
C 5.667 -5.278 -0.036  -0.193
C 6.189 -4.006 -0.256  0.020
C 5.337 -2.932 -0.455  0.010
C 3.969 -3.154 -0.438  -0.175
C 3.432 -4.415 -0.230  -0.002
C 4.289 -5.481 -0.022  0.012
N 3.079 -2.033 -0.639  0.026
C 3.336 -0.915 -1.395  0.021
C 2.244 -0.119 -1.291  -0.085
N 1.306 -0.747 -0.495  -0.061
C 1.862 -1.895 -0.108  -0.120
H 7.259 -3.856 -0.264  0.140
H 5.753 -1.943 -0.592  0.123
H 2.365 -4.594 -0.267  0.114
H 3.895 -6.476 0.132  0.137
H 4.249 -0.793 -1.951  0.147
H 2.101 0.855 -1.713  0.086
H 1.454 -2.596 0.600  0.137
F 1.219 2.803 0.456  0.046
C 1.580 1.993 1.469  -0.215
C 0.977 0.761 1.604  -0.100
C 1.473 -0.065 2.600  -0.226
F 1.009 -1.321 2.774  0.069
C 2.485 0.338 3.458  -0.127
F 2.907 -0.485 4.397  0.179
C 3.049 1.602 3.322  -0.114
F 4.004 1.992 4.129  0.200
C 2.592 2.433 2.310  -0.127
F 3.119 3.629 2.132  0.175

=====

[4]
Below is a molecular structure, C33H33F6N3O3P2Ru, with properties calculated with ωB97M-V/def2-TZVPD.

Calculated values
Total charge ... +1
Spin multiplicity ... 2
LUMO energy (spin up / spin down) ... -3.207 / -3.677 eV
HOMO level (spin up / spin down) ... -0.3907 / -0.3798 Eh

Last column: Löwdin charge in e.
Cartesian coordinates (Å):
Ru 1.530 -0.922 -0.155  1.238
O -2.466 -1.206 5.447  -0.048
C -2.168 -2.392 4.740  -0.197
C -1.267 -2.057 3.587  -0.162
C -1.131 -2.937 2.521  0.020
C -0.283 -2.596 1.490  -0.076
N 0.403 -1.451 1.480  -0.049
C 0.274 -0.591 2.480  -0.200
C -0.549 -0.876 3.556  0.069
C 1.013 0.665 2.304  -0.185
C 1.034 1.683 3.241  0.073
C 1.714 2.860 2.970  -0.158
C 1.781 3.975 3.973  -0.199
O 1.166 3.556 5.173  -0.046
C 2.351 2.984 1.743  0.022
C 2.317 1.920 0.865  -0.068
N 1.668 0.791 1.146  0.026
H -3.004 -1.420 6.215  0.103
H -3.074 -2.873 4.357  0.133
H -1.652 -3.116 5.381  0.140
H -1.680 -3.869 2.490  0.130
H -0.149 -3.238 0.633  0.121
H -0.654 -0.167 4.365  0.124
H 0.533 1.568 4.191  0.121
H 1.279 4.853 3.553  0.138
H 2.832 4.237 4.129  0.137
H 1.260 4.247 5.835  0.103
H 2.879 3.890 1.474  0.133
H 2.818 1.958 -0.092  0.114
C 4.098 -2.924 2.612  -0.027
O 3.079 -2.155 1.934  -0.132
C 3.139 -1.865 0.654  -0.302
C 4.343 -2.340 -0.077  -0.066
H 4.200 -3.911 2.168  0.095
H 3.757 -3.017 3.637  0.097
H 5.053 -2.406 2.579  0.101
H 4.583 -3.378 0.163  0.088
H 5.195 -1.725 0.236  0.113
H 4.229 -2.232 -1.147  0.055
F 2.400 -1.369 -2.180  -0.302
P 3.016 0.053 -2.988  0.189
F 4.244 0.006 -1.947  -0.148
F 1.690 0.017 -3.873  -0.122
F 3.779 -0.913 -3.978  -0.100
F 3.543 1.374 -3.667  -0.095
F 2.190 0.918 -1.851  -0.230
N -0.075 -0.452 -1.009  -0.283
P -1.288 0.113 -1.863  0.869
C -2.734 0.062 -0.767  -0.257
C -2.532 0.420 0.568  -0.095
C -3.580 0.361 1.473  -0.069
C -4.835 -0.058 1.050  -0.068
C -5.038 -0.423 -0.273  -0.063
C -3.990 -0.371 -1.183  -0.059
C -0.965 1.810 -2.387  -0.278
C -0.731 2.757 -1.389  -0.087
C -0.371 4.047 -1.735  -0.072
C -0.236 4.394 -3.074  -0.064
C -0.462 3.453 -4.066  -0.055
C -0.821 2.154 -3.726  -0.066
C -1.621 -0.876 -3.329  -0.303
C -2.643 -0.538 -4.220  -0.113
C -2.867 -1.324 -5.338  -0.064
C -2.068 -2.436 -5.575  -0.062
C -1.041 -2.760 -4.702  -0.056
C -0.815 -1.982 -3.576  -0.076
H -1.548 0.735 0.892  0.077
H -3.419 0.638 2.508  0.108
H -5.656 -0.106 1.754  0.110
H -6.014 -0.755 -0.601  0.111
H -4.153 -0.680 -2.205  0.093
H -0.816 2.478 -0.345  0.091
H -0.184 4.783 -0.962  0.105
H 0.062 5.400 -3.345  0.110
H -0.347 3.723 -5.107  0.113
H -0.956 1.415 -4.504  0.103
H -3.249 0.344 -4.051  0.115
H -3.660 -1.065 -6.028  0.111
H -2.244 -3.043 -6.454  0.111
H -0.410 -3.616 -4.904  0.112
H -0.008 -2.210 -2.894  0.080